Record 1
C24H47O7PtS2Sb2Si as an isolated structure at a distorted geometry, computed with the ωB97M-V functional and the def2-TZVPD basis.

Last column: Mulliken charge in e.
Atoms and positions in Å:
1 C -3.35 5.35 2.92  -0.387
2 C -3.89 4.77 1.82  -0.704
3 C 3.14 -2.28 -4.13  -1.731
4 H -0.58 -2.31 3.67  0.290
5 C -4.08 -3.73 2.08  -1.309
6 H -3.99 5.34 0.90  0.456
7 H 0.01 -1.93 -2.72  0.112
8 H 3.91 1.34 -2.80  0.192
9 H -5.54 1.98 0.79  0.691
10 H -0.82 -3.70 2.58  0.339
11 H -1.40 3.73 0.33  0.413
12 H 4.63 2.89 -2.37  0.542
13 H 0.63 0.10 -4.01  0.273
14 C -4.72 1.45 3.29  -1.327
15 S -2.85 -2.15 -0.88  1.051
16 H -4.38 -4.03 3.09  0.445
17 H 4.93 3.39 0.24  0.442
18 H 6.23 0.54 0.05  0.331
19 H 1.35 -2.12 2.72  0.019
20 H 1.83 -4.18 -0.36  0.306
21 H -1.18 3.24 -1.34  0.494
22 C 2.39 -2.17 2.39  -1.410
23 H 2.24 0.24 -4.75  0.357
24 O 1.80 -1.45 0.20  -0.043
25 Si 2.32 -0.32 -0.87  -0.617
26 O -4.06 -1.62 -0.33  -0.576
27 C -3.63 3.38 4.26  -0.628
28 O -1.87 -2.38 0.40  -0.836
29 H -3.49 -4.53 1.64  0.384
30 C 2.45 -2.55 0.92  1.544
31 Sb -3.06 1.66 -0.30  0.858
32 H 3.54 -3.00 -3.42  0.339
33 H -4.27 2.75 -2.48  0.474
34 H 2.91 -2.91 3.00  0.446
35 C -1.93 3.45 -0.58  -1.513
36 Sb -2.88 -1.99 2.22  1.003
37 H -3.20 1.41 -2.94  0.376
38 C -1.31 -3.00 3.26  -1.322
39 O -2.91 -3.34 -1.64  -0.596
40 H 4.34 -3.56 0.96  0.524
41 C -3.96 1.74 -2.23  -1.367
42 H 2.82 -2.81 -5.02  0.430
43 H -1.76 -3.57 4.07  0.500
44 H -4.96 -3.54 1.47  0.341
45 O 3.68 0.35 -0.36  0.403
46 C -4.25 2.71 3.13  1.407
47 H 0.59 -3.63 0.77  -0.069
48 C -3.20 4.66 4.16  -0.765
49 H -4.60 0.94 4.23  0.347
50 H -2.55 4.27 -0.93  0.465
51 H -2.75 5.17 5.00  0.426
52 H 3.29 2.81 0.55  0.270
53 H 4.48 -1.81 0.69  0.302
54 H 1.06 -0.92 -5.39  0.472
55 C -4.37 3.43 1.84  1.308
56 C 4.33 2.50 0.43  -1.651
57 C 0.87 -2.47 -3.10  -1.235
58 H 3.94 -2.87 -0.62  0.239
59 C 1.98 -1.51 -3.52  1.863
60 Pt -0.60 -0.69 -0.17  1.477
61 C -4.84 2.81 0.67  -2.015
62 H -5.15 3.50 -0.11  0.561
63 H -3.02 6.37 2.86  0.418
64 H 4.67 2.05 1.36  0.355
65 C 1.66 -3.82 0.65  -1.345
66 H -3.53 2.82 5.18  0.390
67 H 0.54 -3.03 -3.97  0.570
68 H 6.57 1.87 -1.06  0.469
69 C 4.47 1.51 -0.72  1.594
70 C 3.89 -2.70 0.46  -1.533
71 H -4.80 1.05 -2.29  0.408
72 O 2.53 -0.80 -2.39  0.324
73 H 2.97 2.55 -1.90  0.274
74 H 5.99 0.32 -1.69  0.338
75 C 1.44 -0.46 -4.48  -1.723
76 S 0.68 1.05 -0.63  -0.571
77 O -2.02 -1.06 -1.55  -0.786
78 C 5.90 1.03 -0.86  -1.681
79 H -5.20 0.89 2.50  0.205
80 C 3.96 2.11 -2.02  -1.373
81 H 1.22 -3.17 -2.35  0.058
82 H 1.96 -4.60 1.34  0.475
83 H 2.85 -1.20 2.55  0.344
84 H 3.95 -1.60 -4.40  0.377

Its LUMO energy is -5.196 eV. The total energy comes out at -3154.91649 hartree. The net charge is +1.



Record 2
A 2-piece molecular cluster, C3H10N2O2 overall at a distorted geometry, computed with the ωB97M-V functional and the def2-TZVPD basis.

Last column: Mulliken charge in e.
Atoms and positions in Å:
1 N 0.22 -0.53 -1.16  -0.332
2 H 1.29 2.26 5.09  0.317
3 H -0.79 -0.47 -3.75  0.319
4 H -1.16 -1.50 -0.05  0.362
5 O 1.07 3.05 5.59  -0.636
6 H 0.12 3.11 5.64  0.319
7 O -1.62 0.80 -1.04  -0.578
8 C -0.77 0.30 -1.72  0.704
9 C -0.17 -1.11 0.15  -0.278
10 H 1.65 -1.84 0.77  0.245
11 H -0.15 -0.32 0.89  0.197
12 N 0.76 -2.20 0.43  -0.633
13 H 0.40 -2.69 1.26  0.243
14 H -1.36 1.13 -3.57  0.325
15 H 0.46 0.70 -3.45  0.337
16 H 0.62 -1.14 -1.86  0.289
17 C -0.57 0.46 -3.22  -1.201

The SMILES is CC(=O)NCN.O. Its LUMO energy is 0.586 eV. The total energy comes out at -380.29792 hartree.



Record 3
C4H12NO2 as an isolated structure at a distorted geometry, computed with the ωB97M-V functional and the def2-TZVPD basis.

Last column: Mulliken charge in e.
Atoms and positions in Å:
1 H 2.92 -0.53 0.11  0.306
2 H -0.04 1.45 -1.94  0.406
3 O -2.36 -1.20 0.08  -0.388
4 N 1.55 1.13 0.02  -0.478
5 O -2.10 0.87 -1.54  -0.568
6 H -0.10 -0.87 1.18  0.092
7 H 0.98 -2.22 1.30  0.333
8 H -0.98 0.74 0.76  0.472
9 H -0.38 -0.23 -1.32  0.264
10 H 0.73 1.38 0.87  0.293
11 H 1.49 -0.69 2.06  0.291
12 H -0.65 2.33 0.24  0.385
13 H -2.48 0.10 -1.05  0.448
14 H 1.54 -0.91 -0.99  0.232
15 C 1.74 -0.36 -0.01  -0.265
16 H -1.80 -2.00 0.12  0.342
17 C -0.67 0.79 -1.25  -0.498
18 C 0.97 -1.11 1.20  -0.852
19 C -0.35 1.30 0.17  -0.814

Its LUMO energy (alpha / beta) is 0.386 / -3.304 eV. As for the multiplicity: 2. The total energy comes out at -364.54932 hartree.



Record 4
A 11-piece molecular cluster, C33H88O33S11 overall at a distorted geometry, computed with the ωB97M-V functional and the def2-TZVPD basis.

Last column: Mulliken charge in e.
Atoms and positions in Å:
1 H -2.19 -1.45 11.41  0.314
2 C -5.29 -0.96 -10.15  -0.886
3 O -3.71 8.72 -3.45  -0.578
4 C -4.91 0.81 -6.05  -1.077
5 H 6.90 9.28 -2.93  0.357
6 H 3.79 11.80 6.21  0.371
7 H 1.75 0.15 -0.25  0.369
8 C -6.64 -7.93 5.46  -1.061
9 H 1.94 1.53 1.69  0.306
10 O 3.55 1.12 -11.20  -0.279
11 H 0.05 0.78 7.88  0.332
12 C 4.84 -3.10 -4.34  -1.325
13 H 7.38 14.71 -3.44  0.389
14 O 5.96 -7.09 -3.02  -0.604
15 H 6.10 -4.81 -4.42  0.300
16 H -6.81 -11.04 -4.77  0.369
17 H -3.50 9.85 1.00  0.278
18 H -1.41 -7.43 12.96  0.335
19 O -3.07 8.36 -0.97  -0.269
20 O -0.20 -8.11 10.29  -0.195
21 H -5.97 -9.99 -5.94  0.272
22 O 3.84 -1.24 -12.06  -0.568
23 C 3.70 0.74 -13.87  -0.929
24 H -6.25 -12.28 -6.65  0.385
25 H -3.48 -0.54 12.32  0.311
26 O -4.17 -9.27 -2.07  -0.560
27 H 2.58 2.36 0.27  0.368
28 H 9.21 13.15 -4.11  0.308
29 H 2.61 0.70 -13.91  0.316
30 S -6.87 -9.59 8.90  1.132
31 H 6.20 13.67 -4.18  0.279
32 H 2.05 2.91 -9.96  0.321
33 S -0.55 -1.03 0.21  1.134
34 C -0.99 0.70 9.65  -0.286
35 H 5.80 7.19 5.25  0.328
36 O -7.82 -10.66 9.34  -0.600
37 H -6.45 -8.12 -4.65  0.310
38 S -3.51 -0.11 9.82  1.124
39 H 5.05 -2.82 -5.37  0.387
40 C -6.80 -7.76 7.00  -0.310
41 H 3.42 2.54 -8.96  0.317
42 H -7.56 -7.61 4.95  0.310
43 H -2.09 11.28 -2.62  0.394
44 H 4.48 -5.10 -4.91  0.277
45 H 2.38 -6.46 -3.08  0.342
46 H -1.64 1.28 7.65  0.286
47 O -7.41 -8.95 7.49  -0.302
48 H 0.87 -9.51 7.94  0.254
49 H -5.80 -7.70 7.42  0.335
50 H -3.76 11.12 -1.72  0.316
51 H -2.22 10.78 -0.92  0.284
52 H 1.73 -1.53 1.13  0.292
53 C 7.04 10.31 -3.26  -0.882
54 C 6.48 7.54 4.48  -1.312
55 C 6.42 9.04 4.20  -0.026
56 C 0.74 -1.89 1.37  -0.829
57 H 6.89 9.59 5.02  0.304
58 H 4.10 1.75 -13.94  0.331
59 S 4.79 -6.44 -2.40  1.116
60 O 4.57 -6.50 -0.97  -0.579
61 O -0.19 0.51 0.47  -0.284
62 H -5.14 7.83 -0.59  0.318
63 C -0.85 -8.35 12.83  -0.916
64 H -4.36 1.64 -5.59  0.370
65 O 8.15 9.35 -5.51  -0.581
66 O -4.87 -10.42 -4.33  -0.323
67 O 1.12 -6.65 11.94  -0.616
68 H 7.15 13.21 -2.72  0.270
69 H -4.59 -11.80 -6.68  0.305
70 O 5.68 11.81 3.43  -0.595
71 H -1.37 -9.24 12.47  0.305
72 H -4.99 0.18 -5.17  0.310
73 H -4.10 8.26 1.66  0.310
74 S -2.67 9.03 -2.42  1.086
75 O -6.93 -0.52 -8.14  -0.587
76 C -5.82 -8.01 -3.76  -0.853
77 H 4.11 0.22 -14.73  0.358
78 H -0.20 0.86 10.39  0.374
79 H 0.85 1.42 -1.05  0.276
80 O -1.87 -1.19 0.81  -0.598
81 O -5.99 -2.89 -8.35  -0.598
82 H 3.25 4.10 -9.95  0.384
83 H 1.07 -6.81 9.20  0.299
84 H -7.32 -6.84 7.28  0.339
85 O -3.31 -1.02 8.72  -0.570
86 O -6.58 -10.23 -2.45  -0.591
87 O -0.25 -1.44 -1.15  -0.584
88 O -2.29 1.00 9.95  -0.302
89 C -5.41 -12.05 -6.00  -1.304
90 H 1.09 2.87 0.89  0.307
91 C 3.13 3.02 -9.90  -1.248
92 H -5.89 -7.27 5.03  0.339
93 H 7.46 7.09 4.64  0.362
94 H -4.97 -7.41 -4.08  0.326
95 S 4.36 0.09 -12.26  1.114
96 C 0.47 -7.71 9.05  -0.420
97 H 0.54 -1.69 2.43  0.305
98 O 5.06 9.38 4.04  -0.335
99 C -3.21 -1.09 11.42  -0.871
100 S 8.35 10.41 -4.53  1.163
101 C 7.19 13.67 -3.71  -1.023
102 C -5.85 -10.83 -5.25  -0.120
103 S 4.63 11.01 3.98  1.159
104 O 4.79 -4.83 -2.82  -0.273
105 H 2.00 -9.25 9.30  0.273
106 H 3.54 2.87 -12.09  0.281
107 C 8.27 13.20 -4.66  -0.233
108 H -6.15 -1.25 -10.75  0.355
109 H 5.42 -2.51 -3.63  0.317
110 H 2.16 -8.34 7.75  0.333
111 H 3.15 -8.09 -3.15  0.361
112 C 5.07 -4.54 -4.18  -0.023
113 O 8.11 11.88 -5.29  -0.330
114 H 0.59 -2.96 1.17  0.336
115 C 1.68 1.97 0.73  -1.247
116 H -4.62 -10.57 8.86  0.315
117 C -4.40 8.63 -0.53  -0.234
118 H -4.42 -1.57 -10.39  0.313
119 C 4.70 11.35 5.80  -0.911
120 C 3.28 -7.02 -3.31  -0.929
121 H 5.64 11.87 5.95  0.311
122 H 6.97 9.31 3.29  0.301
123 O -4.71 0.69 9.96  -0.579
124 S -5.34 -9.55 -2.93  1.115
125 H -5.20 -12.93 -5.40  0.341
126 H 3.79 -2.87 -4.20  0.306
127 S 0.62 -8.03 11.70  1.114
128 H -5.92 1.05 -6.38  0.293
129 H -5.20 -10.07 7.26  0.255
130 O 5.79 0.43 -12.33  -0.590
131 S -5.86 -1.42 -8.51  1.162
132 H -6.38 -8.96 5.23  0.302
133 H -0.27 -7.42 8.30  0.318
134 H -4.81 9.47 -1.09  0.261
135 H -5.12 9.57 1.24  0.360
136 O 9.56 10.50 -3.76  -0.607
137 H -3.01 0.11 -7.07  0.306
138 C -4.07 0.27 -7.28  -0.161
139 H 6.14 10.68 -3.76  0.320
140 C -2.73 10.79 -1.88  -0.896
141 H -0.33 -8.42 13.78  0.370
142 O -6.35 -8.59 9.82  -0.590
143 H -5.88 -11.49 7.93  0.326
144 H -4.26 0.92 -8.13  0.204
145 H 3.41 -6.95 -4.39  0.326
146 H -0.88 -0.35 9.37  0.300
147 C 1.47 -8.78 8.47  -0.864
148 O 3.24 11.15 3.53  -0.595
149 H -0.48 2.40 8.37  0.313
150 O -4.51 -1.04 -7.61  -0.332
151 C -0.77 1.35 8.31  -1.093
152 O -1.23 8.89 -2.74  -0.575
153 H 7.25 10.95 -2.40  0.276
154 H -6.30 -7.53 -2.91  0.326
155 H 4.92 2.64 -11.11  0.346
156 C -5.49 -10.51 8.21  -0.790
157 H 4.63 10.41 6.34  0.295
158 H 8.37 13.98 -5.41  0.296
159 C 1.05 0.97 -0.08  -0.151
160 H -3.89 -1.94 11.31  0.348
161 C -4.23 9.04 0.91  -1.056
162 O 1.57 -9.14 11.76  -0.591
163 H 6.00 6.85 3.78  0.344
164 H -5.02 0.09 -10.20  0.328
165 C 3.85 2.45 -11.14  -0.155

The SMILES is CCOS(C)(=O)=O.CCOS(C)(=O)=O.CCOS(C)(=O)=O.CCOS(C)(=O)=O.CCOS(C)(=O)=O.CCOS(C)(=O)=O.CCOS(C)(=O)=O.CCOS(C)(=O)=O.CCOS(C)(=O)=O.CCOS(C)(=O)=O.CCOS(C)(=O)=O. Its LUMO energy is 0.194 eV. The total energy comes out at -8172.69969 hartree.



Record 5
A 4-piece molecular cluster, C16H33NO3S overall at a distorted geometry, computed with the ωB97M-V functional and the def2-TZVPD basis.

Last column: Mulliken charge in e.
Atoms and positions in Å:
1 H 3.08 3.80 -4.79  0.411
2 C -0.17 1.89 1.60  -0.099
3 H 1.98 -3.40 -0.50  0.292
4 O -0.72 3.14 0.99  -0.343
5 C -2.04 -1.51 1.94  -0.433
6 H 1.27 -0.51 1.84  0.312
7 H -2.08 1.41 2.27  0.417
8 H -3.73 -0.27 2.24  0.435
9 H 0.89 3.78 -0.14  0.215
10 H -1.64 -2.45 2.38  0.481
11 H 0.32 0.18 3.86  0.549
12 C -0.59 -0.45 3.65  -0.875
13 H 0.50 4.20 -4.96  0.455
14 C 0.53 1.66 -2.68  -0.090
15 O -1.72 -1.05 -1.37  -0.879
16 H 1.96 -4.64 -1.30  0.565
17 C -3.34 -1.07 2.73  -1.246
18 S 1.45 -2.48 -2.43  0.726
19 H -0.51 5.02 0.37  0.201
20 H -4.20 -1.69 2.80  0.419
21 C -0.55 -1.77 4.50  -1.415
22 H 3.92 2.19 -2.88  0.292
23 H -0.05 -2.45 3.86  0.353
24 C -0.09 2.85 -3.50  -0.530
25 H -0.55 -3.34 -3.48  0.318
26 C 2.86 2.35 -3.21  -0.502
27 H 0.78 -4.39 -3.70  0.427
28 H -0.11 1.08 -2.07  0.488
29 H 0.03 -1.82 5.48  0.351
30 C 2.41 3.32 -4.12  -0.524
31 H -2.33 -1.57 0.93  0.421
32 H 0.56 1.63 0.76  0.148
33 H -1.22 3.19 -3.62  0.275
34 C 0.20 4.15 0.65  -0.613
35 H 0.84 4.37 1.48  0.321
36 H -3.09 -0.66 3.80  0.217
37 H 0.25 2.16 2.59  0.275
38 H 0.38 -4.02 -0.88  0.436
39 O 3.01 -2.43 -2.71  -0.733
40 H 0.81 -2.93 -4.64  0.344
41 H 2.36 0.80 -1.78  0.197
42 H -1.47 -2.13 4.79  0.385
43 C 1.35 -3.85 -1.22  -1.327
44 N -0.88 -0.48 2.24  0.319
45 H -0.66 -1.11 -1.60  -0.130
46 C 0.86 3.53 -4.28  -0.444
47 C 1.86 1.52 -2.51  0.050
48 C 0.58 -3.36 -3.69  -1.066
49 C -1.26 0.92 1.76  -0.941
50 H -1.83 0.80 0.73  0.397
51 C 0.35 -1.11 1.47  -0.968
52 H 0.08 -1.08 0.39  0.101
53 H 0.41 -2.09 1.76  0.727
54 H -1.07 0.21 4.21  0.835

Its LUMO energy is 0.090 eV. The total energy comes out at -1307.71659 hartree.